[1]
The following is a quantum chemistry calculation of C27H49F2MnNO2Si2 as an isolated structure at a distorted geometry, from the Open Molecules 2025 dataset.

XYZ file:
```
84
Properties=species:S:1:pos:R:3:mulliken_charge:R:1
O -0.450 -1.747 -1.032 -0.159
O -2.910 -0.499 -5.569 -0.295
C 0.428 -2.517 -1.873 -0.429
C 0.965 -3.820 -1.262 -1.157
H 1.278 -1.893 -2.128 0.299
H -0.056 -2.730 -2.824 0.371
H 1.439 -3.635 -0.302 0.253
H 1.712 -4.269 -1.916 0.466
H 0.178 -4.558 -1.115 0.292
C -1.604 -2.466 -0.579 -0.260
C -2.562 -3.011 -1.641 -1.532
H -2.167 -1.788 0.053 0.337
H -1.295 -3.296 0.052 0.343
H -3.066 -2.197 -2.148 0.347
H -3.338 -3.617 -1.174 0.427
H -2.062 -3.636 -2.378 0.348
C -3.918 0.481 -5.829 -0.265
C -2.774 -1.522 -6.558 -0.215
C -5.118 0.257 -4.906 -1.234
H -4.224 0.506 -6.876 0.392
H -3.507 1.468 -5.624 0.282
H -5.581 -0.713 -5.076 0.291
H -5.875 1.024 -5.061 0.393
H -4.807 0.301 -3.863 0.250
C -4.031 -2.383 -6.744 -1.207
H -1.954 -2.170 -6.253 0.304
H -2.472 -1.088 -7.511 0.300
H -4.358 -2.817 -5.800 0.267
H -3.835 -3.204 -7.434 0.401
H -4.858 -1.805 -7.155 0.316
H -0.777 1.096 -4.693 0.201
Mn 0.000 0.000 0.000 -0.163
C -0.286 2.047 -4.734 -0.772
Si 0.715 2.291 -6.321 0.342
H -1.113 2.741 -4.802 0.305
H 0.303 2.361 -3.910 0.255
C 1.564 0.717 -6.887 -0.963
C 2.044 3.582 -6.071 -1.054
C -0.359 2.945 -7.713 -1.071
C 2.027 0.083 -0.463 -0.416
Si 3.407 1.069 0.389 0.091
H 2.274 0.019 -1.521 0.521
H 2.024 -0.941 -0.105 -0.170
C 4.151 2.318 -0.790 -1.127
C 4.809 -0.103 0.802 -1.205
C 2.901 1.961 1.945 -0.736
H 0.249 3.250 -8.564 0.326
H -0.931 3.813 -7.387 0.338
H -1.062 2.197 -8.069 0.303
H 2.350 0.421 -6.195 0.318
H 2.027 0.856 -7.863 0.304
H 0.860 -0.108 -6.973 0.276
H 2.594 3.405 -5.151 0.306
H 1.614 4.580 -6.023 0.311
H 2.759 3.574 -6.892 0.295
H 4.996 -0.792 -0.020 0.314
H 4.604 -0.689 1.694 0.317
H 5.730 0.448 0.986 0.324
H 2.585 1.266 2.718 0.227
H 2.084 2.652 1.746 0.092
H 3.729 2.543 2.347 0.474
H 5.030 2.787 -0.350 0.323
H 3.456 3.116 -1.040 0.301
H 4.467 1.842 -1.717 0.308
F -0.573 5.368 0.720 -0.349
C -0.432 4.137 1.268 0.359
C -0.281 3.018 0.444 -0.105
C -0.134 1.760 1.026 -0.038
C -0.152 1.582 2.415 0.044
C -0.307 2.718 3.243 0.734
F -0.323 2.634 4.594 -0.334
C -0.445 3.985 2.661 -0.842
C 0.042 0.171 2.860 0.523
C 0.132 -0.236 4.206 -0.851
C 0.348 -1.582 4.504 -0.432
C 0.477 -2.510 3.474 -1.004
C 0.384 -2.078 2.153 -0.117
N 0.164 -0.767 1.872 0.511
H -0.284 3.121 -0.632 0.582
H -0.563 4.856 3.294 0.448
H 0.049 0.450 5.031 0.507
H 0.420 -1.906 5.534 0.425
H 0.648 -3.555 3.697 0.443
H 0.480 -2.793 1.368 0.075
```

Properties
2S+1 = 6
orbital gap (spin up / spin down) = 0.226 / 0.283 Eh
relative energy (zero: lowest compared OMol25 entry of this formula, charge and spin) = 5.37 kcal per mole
HOMO level (spin up / spin down) = -5.889 / -7.679 eV

---

[2]
The following is a quantum chemistry calculation of C27H49FIrN2OSi3Te as an isolated structure at a distorted geometry, from the Open Molecules 2025 dataset.

XYZ file:
```
85
Properties=species:S:1:pos:R:3:mulliken_charge:R:1
Ir 0.609 0.083 -0.064 2.391
C -0.469 -2.425 2.896 -1.332
C -0.870 -0.991 2.963 0.296
C -1.496 -0.487 4.109 -0.801
C -1.820 0.860 4.175 -0.812
C -1.498 1.689 3.121 -0.706
C -0.841 1.141 2.004 0.643
N -0.585 -0.195 1.943 0.267
N -0.380 1.796 0.938 0.123
Si -0.152 3.511 0.680 -0.308
C -1.801 4.462 0.626 -1.178
C 1.060 4.117 2.031 -1.080
C 0.664 3.560 -1.043 -0.359
H 0.396 -2.578 3.542 0.318
H -0.201 -2.705 1.880 0.057
H -1.264 -3.071 3.264 0.466
H -1.710 -1.156 4.927 0.555
H -2.319 1.255 5.046 0.473
H -1.721 2.741 3.140 0.455
H -2.342 4.428 1.564 0.377
H -2.453 4.075 -0.150 0.337
H -1.609 5.506 0.400 0.399
H 0.568 4.206 2.994 0.347
H 1.460 5.090 1.770 0.449
H 1.895 3.433 2.152 0.342
H 0.055 3.031 -1.770 -0.294
H 1.657 3.116 -1.048 0.103
H 0.768 4.581 -1.393 0.534
F 7.178 -1.772 -1.172 -0.294
C 6.077 -1.260 -0.633 0.393
C 5.551 -0.082 -1.167 -0.736
C 4.427 0.458 -0.599 -0.055
C 3.793 -0.154 0.521 0.648
C 2.670 0.434 1.135 -1.580
C 4.366 -1.357 1.023 -0.417
C 5.489 -1.900 0.459 -0.627
H 6.058 0.393 -1.992 0.511
H 4.035 1.394 -0.967 0.399
H 2.394 0.063 2.114 0.616
H 2.534 1.499 0.974 0.317
H 3.932 -1.814 1.898 0.497
H 5.948 -2.790 0.861 0.514
C -3.250 -0.254 0.079 -0.961
C -2.433 -1.316 -0.571 0.740
C -3.112 -2.634 -0.733 -1.395
O -1.278 -1.144 -0.946 -0.433
H -4.239 -0.199 -0.366 0.531
H -2.757 0.712 0.021 -0.068
H -3.387 -0.522 1.125 0.313
H -3.955 -2.537 -1.415 0.397
H -3.523 -2.947 0.224 0.412
H -2.431 -3.388 -1.114 0.300
C 2.014 0.359 -6.078 -0.827
Si 0.996 1.858 -5.490 0.111
C -0.069 2.579 -6.878 -1.052
C 2.144 3.092 -4.605 -0.762
C -0.185 1.240 -4.054 -1.098
Te 1.097 0.188 -2.738 -0.385
C 0.552 -1.712 -3.509 -0.920
Si 1.698 -3.080 -2.789 -0.153
C 1.299 -4.693 -3.708 -1.099
C 3.463 -2.448 -3.126 -0.661
C 1.298 -3.089 -0.918 -0.328
H 2.777 0.675 -6.781 0.486
H 1.404 -0.379 -6.591 0.340
H 2.523 -0.135 -5.250 0.088
H 0.573 2.958 -7.665 0.350
H -0.693 3.403 -6.548 0.354
H -0.717 1.834 -7.327 0.339
H 3.002 3.328 -5.224 0.434
H 2.517 2.682 -3.666 0.075
H 1.646 4.030 -4.382 0.316
H -0.949 0.560 -4.415 0.596
H -0.649 2.089 -3.568 0.634
H 0.629 -1.660 -4.592 0.627
H -0.488 -1.864 -3.234 0.453
H 1.468 -4.582 -4.776 0.360
H 0.269 -5.009 -3.574 0.370
H 1.934 -5.503 -3.365 0.363
H 3.644 -2.368 -4.194 0.411
H 4.219 -3.114 -2.726 0.417
H 3.622 -1.463 -2.688 -0.069
H 0.269 -3.389 -0.758 0.060
H 1.416 -2.085 -0.470 -0.581
H 1.928 -3.773 -0.360 0.664
```

Properties
2S+1 = 2
net charge = +2
orbital gap (spin up / spin down) = 0.212 / 0.172 Eh
relative energy (zero: lowest compared OMol25 entry of this formula, charge and spin) = 64.47 kcal per mole
HOMO level (spin up / spin down) = -13.178 / -13.137 eV

---

[3]
The following is a quantum chemistry calculation of C27H50As3N5O2V as an isolated structure, from the Open Molecules 2025 dataset.

XYZ file:
```
88
Properties=species:S:1:pos:R:3:mulliken_charge:R:1
V 0.380 -1.441 0.518 0.795
N 2.404 -0.543 0.411 -0.534
C 2.653 0.916 0.551 -0.277
C 2.201 1.450 1.891 -1.374
C 0.695 1.452 2.038 0.537
N 0.143 0.076 2.079 -0.443
H 2.974 -1.014 1.115 0.076
H 2.800 -0.853 -0.474 0.437
H 2.123 1.440 -0.245 0.034
H 3.719 1.108 0.412 0.421
H 2.561 2.475 1.985 0.519
H 2.668 0.886 2.706 0.407
H 0.234 1.960 1.187 -0.600
H 0.398 1.989 2.942 0.467
H -0.883 0.163 2.024 -0.468
H 0.355 -0.310 2.996 0.361
N -2.603 -3.361 2.298 -0.545
N -3.210 -2.919 1.117 -0.027
C -2.554 -2.206 0.185 -0.101
O -3.006 -1.868 -0.877 -0.570
O -1.281 -1.870 0.555 0.212
H -2.625 -4.374 2.324 0.257
H -3.128 -3.013 3.092 0.255
H -4.144 -3.216 0.871 0.263
C 1.824 -0.014 -2.669 -1.512
As 0.102 -0.094 -1.762 1.590
C -0.877 -0.939 -3.209 -1.627
C -0.368 1.814 -1.850 -1.110
C -1.804 2.389 -1.754 2.800
C -2.831 1.461 -2.407 -1.843
C -2.252 2.728 -0.329 -1.506
As -2.784 1.330 0.949 0.656
C -4.625 0.954 0.429 -1.294
C -3.164 2.593 2.392 -1.311
C -1.790 3.705 -2.569 -2.290
As -0.792 5.377 -2.124 0.270
C 0.709 4.817 -0.973 -0.928
C -1.918 6.099 -0.690 -1.033
H 1.649 0.326 -3.689 0.531
H 2.246 -1.019 -2.706 0.445
H 2.523 0.674 -2.197 0.383
H -1.035 -0.189 -3.981 0.586
H -1.826 -1.343 -2.870 0.293
H -0.246 -1.729 -3.611 0.675
H 0.027 2.063 -2.840 0.824
H 0.282 2.313 -1.132 -0.782
H -2.873 0.486 -1.916 0.034
H -2.612 1.310 -3.463 0.428
H -3.824 1.907 -2.344 0.471
H -3.119 3.393 -0.396 0.993
H -1.472 3.299 0.182 -0.214
H -5.122 1.865 0.097 0.404
H -5.146 0.571 1.307 0.475
H -4.662 0.203 -0.355 0.316
H -3.839 3.375 2.044 0.403
H -2.240 3.056 2.740 0.341
H -3.627 2.071 3.228 0.442
H -2.821 4.067 -2.647 0.653
H -1.487 3.470 -3.593 0.567
H 1.441 4.243 -1.540 0.260
H 0.397 4.265 -0.084 0.101
H 1.194 5.736 -0.645 0.502
H -2.945 6.181 -1.044 0.322
H -1.562 7.105 -0.468 0.417
H -1.895 5.510 0.225 0.220
N 1.007 -2.755 2.110 -0.096
C 2.447 -2.916 2.231 0.897
C 3.080 -2.587 3.417 -0.684
C 4.463 -2.678 3.502 -0.860
C 5.194 -3.098 2.401 -0.892
C 4.545 -3.425 1.218 -1.066
C 3.160 -3.335 1.106 0.786
C 2.430 -3.672 -0.142 1.538
C 2.856 -4.757 -0.906 -0.615
C 2.138 -5.176 -2.015 -1.062
C 0.956 -4.537 -2.351 -1.135
C 0.526 -3.446 -1.605 -1.334
C 1.270 -2.973 -0.522 0.581
H 0.584 -3.637 1.817 0.397
H 0.608 -2.547 3.022 0.409
H 2.500 -2.283 4.281 0.468
H 4.962 -2.430 4.428 0.444
H 6.270 -3.171 2.461 0.449
H 5.125 -3.738 0.359 0.568
H 3.740 -5.305 -0.606 0.534
H 2.483 -6.023 -2.591 0.413
H 0.362 -4.887 -3.184 0.519
H -0.417 -2.985 -1.869 0.686
```

Properties
2S+1 = 2
net charge = +2
orbital gap (spin up / spin down) = 0.214 / 0.236 Eh
relative energy (zero: lowest compared OMol25 entry of this formula, charge and spin) = 0.00 kcal per mole
HOMO level (spin up / spin down) = -12.650 / -12.650 eV

---

[4]
The following is a quantum chemistry calculation of a 10-piece molecular cluster, C27H50Cl14N4O3 overall at a distorted geometry, from the Open Molecules 2025 dataset.

XYZ file:
```
98
Properties=species:S:1:pos:R:3:mulliken_charge:R:1
C -2.536 -4.913 6.191 -1.118
C -1.335 -4.390 5.462 -0.619
N -1.727 -3.294 4.581 0.246
C -1.762 -3.264 3.215 -0.445
C -1.939 -1.972 2.847 -0.757
N -2.107 -1.200 4.015 0.351
C -1.914 -1.998 5.088 -0.300
C -2.118 0.273 4.099 -0.986
H -3.074 -4.155 6.760 0.332
H -2.182 -5.559 6.994 0.389
H -3.255 -5.477 5.596 0.317
H -0.879 -5.182 4.867 0.344
H -0.549 -4.028 6.125 0.358
H -1.579 -4.143 2.615 0.510
H -2.107 -1.403 1.944 0.666
H -1.655 -1.719 6.099 0.399
H -2.317 0.634 5.108 0.310
H -2.870 0.641 3.401 0.334
H -1.090 0.588 3.922 0.420
C 5.224 -3.019 5.241 -1.137
C 3.835 -2.354 5.308 -0.677
N 3.762 -1.061 4.713 0.364
C 3.736 -0.871 3.345 -0.495
C 3.297 0.374 3.041 -0.723
N 3.122 1.048 4.213 0.212
C 3.316 0.133 5.216 -0.282
C 2.653 2.394 4.377 -0.850
H 5.365 -3.928 5.824 0.378
H 5.992 -2.338 5.608 0.344
H 5.580 -3.258 4.239 0.342
H 3.442 -2.293 6.323 0.355
H 3.000 -2.929 4.909 0.407
H 3.807 -1.765 2.743 0.507
H 2.820 0.778 2.161 0.673
H 3.165 0.316 6.269 0.379
H 2.549 2.633 5.435 0.288
H 1.741 2.533 3.796 0.334
H 3.443 2.979 3.905 0.367
C -0.075 0.883 -1.344 0.523
O -0.952 0.374 -2.036 -0.662
O -0.379 1.446 -0.302 -0.710
O 1.082 0.849 -1.709 -0.678
Cl -4.830 -1.071 -6.940 -0.199
C -3.826 0.213 -6.480 -0.547
C -2.356 -0.234 -6.251 0.037
Cl -1.607 -0.753 -7.761 -0.199
H -4.332 0.708 -5.651 0.292
H -3.996 0.889 -7.319 0.360
H -2.434 -1.009 -5.488 0.185
H -1.779 0.612 -5.876 0.069
Cl -0.336 4.652 -6.375 -0.218
C -0.153 4.100 -4.690 -0.446
C -1.514 4.304 -3.930 -0.192
Cl -2.129 5.970 -4.108 -0.202
H 0.678 4.667 -4.270 0.280
H 0.239 3.083 -4.707 0.328
H -1.367 4.037 -2.883 0.233
H -2.193 3.511 -4.241 0.208
Cl -3.841 -5.599 -2.562 -0.201
C -4.264 -4.010 -3.225 -0.408
C -4.109 -2.916 -2.162 -0.271
Cl -5.328 -3.080 -0.842 -0.222
H -5.246 -4.089 -3.690 0.375
H -3.548 -3.878 -4.036 0.219
H -4.220 -1.919 -2.590 0.263
H -3.091 -3.096 -1.817 0.248
Cl -6.724 2.293 -1.306 -0.196
C -5.025 2.380 -0.725 -0.276
C -4.650 3.684 -0.047 -0.398
Cl -5.743 3.999 1.401 -0.238
H -4.343 2.309 -1.572 0.212
H -4.805 1.519 -0.094 0.248
H -4.817 4.493 -0.758 0.333
H -3.603 3.705 0.255 0.316
Cl 3.157 -4.629 -3.648 -0.209
C 2.375 -3.336 -2.624 -0.402
C 1.533 -3.896 -1.415 -0.340
Cl 2.485 -4.816 -0.241 -0.234
H 1.718 -2.734 -3.252 0.292
H 3.161 -2.637 -2.339 0.301
H 0.864 -4.677 -1.777 0.280
H 0.906 -3.137 -0.948 0.304
Cl 6.475 2.115 -4.888 -0.199
C 4.721 1.961 -4.810 -0.289
C 4.304 0.710 -5.602 -0.399
Cl 4.782 0.888 -7.311 -0.204
H 4.294 2.885 -5.200 0.260
H 4.433 1.900 -3.761 0.239
H 3.238 0.484 -5.580 0.300
H 4.869 -0.177 -5.316 0.290
Cl 4.255 5.356 -1.256 -0.175
C 3.110 6.268 -0.194 -0.426
C 1.756 5.566 -0.013 -0.163
Cl 0.692 6.383 1.138 -0.222
H 2.957 7.255 -0.630 0.307
H 3.570 6.370 0.789 0.298
H 1.908 4.553 0.359 0.277
H 1.197 5.506 -0.947 0.111
```

Properties
orbital gap = 0.076 Eh
HOMO level = -3.928 eV

---

What is the formula in the first record? C27H49F2MnNO2Si2